# 1
121
Properties=species:S:1:pos:R:3:forces:R:3:lowdin_charge:R:1 method="wB97M-V/def2-TZVPD" e_lumo_ev=1.612 charge=-1 e_homo_ev=-4.99 homo_lumo_gap_ha=0.242
C 0.9057 -0.0863 -3.3732 1.0 -0.4 0.6 -0.178
C 2.0254 0.0935 -4.5574 -0.5 0.5 0.1 -0.270
C 2.0165 -1.1405 -5.6787 1.1 0.7 1.1 -0.175
C 2.4959 -2.5393 -4.8968 -1.3 0.8 -1.3 -0.249
N 3.7015 -3.1377 -5.5755 -1.7 -0.5 1.3 -0.044
C 4.2520 -4.3569 -4.8823 2.9 0.3 -0.6 -0.352
O 5.7191 -4.0357 -4.8671 -2.9 -2.0 1.2 -0.392
P 6.1390 -3.1765 -3.3691 2.2 -0.2 -1.8 0.468
C 7.9342 -3.3173 -4.1114 0.6 0.1 -1.5 -0.324
C 8.2006 -2.2906 -5.3608 1.9 -0.5 0.0 -0.248
C 9.5145 -2.9092 -6.1907 0.1 -0.2 0.2 -0.224
C 10.9479 -2.2519 -5.6945 0.7 -1.2 -0.9 -0.206
C 11.9078 -2.1128 -7.0487 -0.3 -0.7 0.4 -0.306
N 11.3228 -1.0610 -7.9668 1.1 -0.5 -0.4 -0.071
C 6.6852 -1.8893 -2.0620 1.1 -0.4 3.2 -0.810
I 6.6331 0.1334 -3.0051 0.2 -0.7 0.8 0.729
C 5.8443 -1.9273 -0.6560 -0.8 1.1 -0.7 -0.753
C 4.5067 -0.9303 -0.6483 -0.7 -0.8 1.2 -0.262
I 7.2055 -1.0252 0.8670 -0.3 -0.4 0.0 0.619
O 4.5873 -3.4960 -2.5865 -2.6 -1.8 -1.6 -0.440
C 3.9493 -4.6504 -3.3020 3.9 0.7 -0.2 -0.721
I 2.0022 -5.3828 -2.6370 0.6 0.7 -0.2 0.692
H 1.2666 -0.9537 -2.6376 -1.0 1.8 -1.6 0.076
H 0.9029 0.8963 -2.7144 -0.2 -1.9 -1.4 0.072
H -0.1730 -0.3551 -3.7433 2.1 0.6 0.6 0.074
H 3.0860 0.1934 -4.0264 -2.1 -0.5 -1.3 0.096
H 1.8248 1.1547 -5.0559 0.4 -2.3 0.7 0.100
H 2.8518 -0.8313 -6.4721 -2.0 -0.9 1.4 0.109
H 0.9479 -1.2505 -6.1622 2.3 0.3 0.9 0.103
H 1.5995 -3.3060 -5.0553 1.9 1.5 0.8 0.101
H 2.6454 -2.2294 -3.7786 -0.2 -1.0 -1.9 0.089
H 4.4296 -2.4340 -5.8266 -0.6 -1.2 0.9 0.100
H 4.2357 -5.3937 -5.4743 -0.7 2.3 1.0 0.153
H 5.7305 -2.0208 -4.1247 -0.3 -0.4 0.2 -0.056
H 6.5590 -4.3720 -2.6428 -0.1 0.3 0.3 0.055
H 8.7709 -3.2679 -3.2955 -1.4 0.2 -1.5 0.083
H 7.9907 -4.4185 -4.5685 -0.2 2.4 1.0 0.087
H 8.5577 -1.2281 -4.9839 -1.0 -2.1 -0.8 0.053
H 7.2721 -2.1655 -6.0666 1.8 -0.4 1.5 0.103
H 9.3919 -2.8068 -7.3609 0.3 0.1 2.3 0.091
H 9.6170 -4.0794 -5.9848 -0.4 2.5 -0.5 0.104
H 10.8288 -1.2344 -5.1175 0.2 -2.0 -1.4 0.109
H 11.5026 -3.0402 -4.9944 -1.2 1.8 -1.3 0.105
H 13.0338 -1.8539 -6.7830 -2.4 -0.5 -0.5 0.109
H 11.8953 -3.1372 -7.6602 0.2 1.8 1.7 0.112
H 10.8044 -1.5303 -8.7439 0.8 0.7 1.0 0.057
H 12.1224 -0.5302 -8.3773 -1.1 -0.6 0.2 0.054
H 7.8324 -2.0332 -1.7643 -2.6 0.3 -0.8 0.028
H 5.6169 -3.0041 -0.2415 0.5 2.2 -1.2 0.090
H 3.6707 -1.4326 0.0403 1.8 0.9 -1.4 0.082
H 4.0164 -0.8050 -1.7034 1.2 -0.2 2.0 0.040
H 4.7642 0.0949 -0.1120 -0.5 -2.1 -1.6 0.037
H 4.6537 -5.5841 -3.0599 -1.6 1.8 -0.6 0.089
C -0.6092 -1.6541 0.8868 0.2 -0.2 0.1 -0.066
C -0.6969 -0.2585 0.2737 -0.4 -0.2 0.1 -0.420
C -1.4812 0.7482 1.1456 0.1 0.1 -0.4 -0.201
O -2.9025 0.5968 1.0822 0.4 0.1 0.4 -0.208
C -3.4247 -0.4006 1.9466 -0.3 0.1 -0.3 -0.102
N -1.2694 -0.3657 -1.0752 -0.3 0.4 0.2 0.042
H -1.5501 -2.2064 0.8144 0.0 0.1 0.0 0.064
H 0.1506 -2.2507 0.3689 -0.2 0.2 0.0 0.078
H -0.3252 -1.6004 1.9430 0.0 0.0 -0.1 0.078
H 0.3299 0.1169 0.1819 -0.1 0.1 0.0 0.136
H -1.2768 1.7552 0.7615 -0.1 -0.1 0.0 0.114
H -1.1338 0.7387 2.1855 -0.1 -0.1 0.1 0.118
H -2.8702 -0.4641 2.8877 0.1 0.0 -0.1 0.088
H -3.4308 -1.3676 1.4404 0.1 -0.1 0.2 0.075
H -4.4627 -0.1425 2.1746 0.1 0.1 0.0 0.080
H -1.2454 0.5569 -1.5141 0.1 -0.3 0.0 0.067
H -2.2704 -0.5531 -0.9674 0.3 -0.1 0.0 0.075
C -4.2989 5.5872 3.0569 -0.3 0.1 0.0 -0.072
C -3.6740 4.2051 2.8822 0.3 0.2 0.0 -0.431
C -2.5425 3.9094 3.8929 0.0 -0.2 -0.3 -0.193
O -1.2987 4.5454 3.5840 -0.4 0.0 0.5 -0.194
C -1.2024 5.8905 4.0271 0.3 -0.2 -0.3 -0.111
N -3.2100 4.0636 1.4953 0.4 -0.2 0.1 0.054
H -3.6551 6.3907 2.6887 0.0 -0.1 0.0 0.062
H -5.2402 5.6529 2.4991 0.2 -0.1 0.0 0.061
H -4.5233 5.7848 4.1102 0.0 0.0 -0.1 0.077
H -4.4691 3.4691 3.0549 0.2 0.1 0.0 0.100
H -2.3365 2.8325 3.8603 0.1 0.1 -0.1 0.114
H -2.8504 4.1332 4.9211 0.0 0.2 0.0 0.116
H -1.7233 6.0519 4.9757 -0.1 0.0 -0.1 0.088
H -1.5873 6.5649 3.2600 -0.1 0.2 0.1 0.071
H -0.1441 6.1257 4.1704 -0.1 -0.1 0.0 0.086
H -2.8726 3.1085 1.3600 -0.3 0.1 -0.1 0.039
H -2.3638 4.6321 1.3975 -0.3 -0.1 0.0 0.073
C -5.4664 -0.3807 8.0441 -0.1 0.1 0.3 -0.074
C -5.8419 0.2098 6.6871 0.3 -0.3 0.0 -0.430
C -6.4258 -0.8301 5.7040 0.2 0.2 -0.2 -0.194
O -5.4467 -1.6797 5.0985 -0.6 0.1 0.3 -0.199
C -5.0678 -2.7947 5.8910 0.3 0.0 -0.3 -0.104
N -4.6679 0.8884 6.1213 -0.2 -0.1 -0.4 0.047
H -4.5489 -0.9744 8.0064 -0.1 0.1 -0.1 0.065
H -5.2979 0.4192 8.7742 0.0 -0.1 -0.2 0.077
H -6.2695 -1.0174 8.4295 0.1 0.0 0.0 0.078
H -6.6191 0.9626 6.8686 0.0 -0.1 -0.2 0.135
H -6.8916 -0.2834 4.8749 0.1 -0.1 0.0 0.104
H -7.2227 -1.4226 6.1687 0.1 -0.1 0.1 0.118
H -5.9035 -3.1887 6.4772 0.0 0.1 0.0 0.090
H -4.2369 -2.5232 6.5446 -0.1 -0.1 0.2 0.074
H -4.7145 -3.5831 5.2207 -0.1 0.1 0.0 0.089
H -4.9465 1.3556 5.2561 0.1 0.1 0.2 0.052
H -4.0202 0.1620 5.8027 -0.1 0.2 0.2 0.072
C -7.8490 3.8869 1.4980 0.2 0.1 -0.3 -0.067
C -7.7333 2.5704 2.2626 -0.3 0.3 0.1 -0.414
C -9.0949 2.0106 2.7333 0.3 -0.2 0.3 -0.195
O -9.6335 2.6681 3.8842 -0.1 -0.2 -0.6 -0.197
C -10.3413 3.8647 3.5979 0.1 0.0 0.4 -0.109
N -6.8061 2.7527 3.3878 -0.3 -0.3 0.3 0.055
H -8.0597 4.7374 2.1521 0.0 -0.1 0.0 0.063
H -6.9097 4.1098 0.9790 -0.1 -0.1 0.1 0.078
H -8.6400 3.8325 0.7428 0.1 0.0 0.1 0.079
H -7.2969 1.8364 1.5738 -0.1 0.0 0.2 0.138
H -8.9420 0.9676 3.0369 0.0 0.1 0.1 0.117
H -9.8271 1.9899 1.9174 0.0 0.2 0.0 0.118
H -10.8823 3.8083 2.6485 0.1 0.0 0.0 0.090
H -9.6549 4.7134 3.5969 -0.1 0.1 -0.2 0.073
H -11.0669 4.0299 4.3992 0.1 -0.1 -0.1 0.086
H -6.6644 1.8490 3.8435 0.0 0.1 -0.2 0.050
H -7.2945 3.3048 4.0987 0.2 -0.1 -0.2 0.084

***

# 2
64
Properties=species:S:1:pos:R:3:forces:R:3:mulliken_spin:R:1 method="wB97M-V/def2-TZVPD" relative_energy_ev=0.000 e_lumo_ev="-0.508 / -0.591" charge=0 multiplicity=3 e_homo_ev="-6.07 / -6.27" homo_lumo_gap_ha="0.205 / 0.209"
C -3.4829 0.3890 -0.9962 -0.8 0.3 -0.4 0.015
C -3.5362 1.6266 -1.8950 -1.1 -0.2 -0.4 -0.005
H -3.6776 -0.4920 -1.6188 0.3 0.2 0.1 0.002
H -4.3517 0.4275 -0.3307 0.2 0.0 0.2 0.001
H -2.5526 0.2802 -0.4015 -0.8 0.2 -0.5 0.015
H -2.6959 1.7160 -2.5787 -0.7 -0.1 0.3 0.001
H -4.4000 1.5546 -2.5656 -0.3 0.1 0.3 0.002
H -3.6367 2.5278 -1.2718 0.0 -0.1 -0.5 0.000
C 1.4003 -2.7348 -1.2418 -0.2 -0.6 0.3 0.005
C 2.3901 -3.7126 -1.4270 0.0 0.4 -0.1 0.000
C 3.5457 -3.3467 -2.1222 -0.4 -0.2 0.1 -0.001
C 3.6317 -2.0363 -2.5682 -0.4 0.6 0.0 0.001
H 0.5105 -3.0066 -0.6729 0.5 0.1 -0.4 -0.002
H 2.2227 -4.7266 -1.0429 0.1 0.6 -0.1 0.000
H 4.3470 -4.0681 -2.3282 -0.4 0.4 0.1 0.000
H 4.5042 -1.6902 -3.1243 -0.3 -0.3 0.4 0.000
N 1.4290 -1.4801 -1.6986 1.4 -0.6 -0.4 0.017
C 2.5718 -1.1211 -2.3349 0.0 -1.4 0.2 0.044
C 2.6710 0.2656 -2.7881 0.4 1.5 -1.0 -0.032
N 1.6601 1.0970 -2.4714 0.9 -0.3 -0.2 0.027
C 1.7569 2.3675 -2.8472 0.3 0.4 -0.3 -0.023
C 3.8813 2.0456 -3.9487 -0.5 -0.2 0.2 -0.006
C 2.8426 2.8918 -3.5633 -0.2 -0.1 0.1 0.004
H 0.9232 3.0160 -2.5587 0.5 -0.3 -0.3 -0.004
H 2.8246 3.9495 -3.8113 0.1 -0.2 0.0 0.001
C 3.7774 0.7147 -3.5561 -0.7 -0.1 0.4 0.005
H 4.5189 -0.0052 -3.8553 0.2 0.1 -0.1 0.001
H 4.7251 2.3945 -4.5545 -0.4 -0.1 0.3 0.000
Pd -0.3112 0.1940 -1.2945 1.6 -1.9 0.9 1.148
C -0.9250 2.0390 -1.4222 -0.6 2.2 -0.3 0.393
H -1.2019 2.1178 -2.4859 0.4 0.5 0.4 0.016
H -0.1758 2.7992 -1.2052 0.1 -0.1 0.3 -0.008
H -1.7999 2.1910 -0.7809 0.6 0.2 -0.3 0.006
C 0.2166 -0.3288 5.5206 0.1 -0.1 0.1 -0.001
C 0.0722 0.3144 4.1572 0.0 0.4 0.0 -0.026
C 0.0019 1.7132 4.0644 -0.1 -0.2 -0.2 0.052
C -0.1051 2.3312 2.8113 0.3 -0.9 0.5 -0.033
C -0.1863 3.8208 2.7667 0.1 0.5 -0.1 0.002
C -0.1519 1.5408 1.6639 -0.3 -0.1 -0.2 0.021
C -0.2404 0.1310 1.7166 0.3 -0.4 1.0 -0.003
C -0.0221 -0.4532 3.0018 -0.1 0.1 -0.2 0.047
N -0.5599 -0.6375 0.6115 -0.6 0.3 -0.5 0.313
C -1.4018 -1.8638 0.7549 1.3 0.2 0.4 0.008
C -0.6252 -3.0416 1.4169 -0.1 -0.3 -0.1 0.008
C -2.6222 -1.5699 1.6300 -0.2 -0.1 -0.2 0.016
C -1.8210 -2.3071 -0.6479 -0.4 0.1 -0.1 -0.021
H 1.1562 -0.0146 6.0055 -0.3 -0.2 -0.2 -0.001
H -0.6038 -0.0162 6.1890 0.3 -0.2 -0.3 -0.001
H 0.2091 -1.4280 5.4488 0.0 0.4 0.1 0.000
H 0.0283 2.3277 4.9733 0.0 -0.2 -0.3 0.002
H -0.9835 4.1914 3.4174 0.0 -0.1 0.0 -0.001
H 0.7434 4.2739 3.1209 0.0 0.0 0.0 -0.001
H -0.3831 4.1998 1.7654 0.0 0.0 -0.1 0.002
H -0.2045 1.9988 0.6843 -0.1 0.1 0.3 -0.021
H 0.0753 -1.5352 3.0701 -0.1 0.4 0.2 0.003
H -0.9520 -3.1951 2.4500 0.2 0.0 -0.1 0.002
H -0.8462 -3.9582 0.8645 0.1 -0.2 0.2 -0.001
H 0.4567 -2.8915 1.3914 -0.1 0.0 0.1 -0.003
H -3.1643 -0.6968 1.2798 0.0 0.1 0.1 0.000
H -3.3160 -2.4090 1.5950 0.0 -0.2 0.0 0.002
H -2.3168 -1.4241 2.6649 -0.1 0.1 0.0 -0.002
H -2.5792 -1.6466 -1.0407 0.1 -0.2 0.0 0.017
H -0.9941 -2.3093 -1.3635 -0.2 0.0 0.1 -0.009
H -2.2673 -3.3011 -0.6211 0.1 -0.1 0.0 0.002

***

The following maximum force values (in eV Å⁻¹) correspond, in order, to the records above: 4.0 2.7.
The following E values (in a.u.) correspond, in order, to the records above: -3202.12679 -1265.59899.